Record 1
{"formula": "C13H34BF4GeIrN2O2Si3", "method": "ωB97M-V/def2-TZVPD", "charge": 1, "spin_multiplicity": 6, "e_homo_ev": [-10.11, -11.28], "s2": 8.78, "homo_lumo_gap_ev": [7.5, 5.4], "relative_energy_kcal_mol": 42.3, "elements": ["Ir", "C", "C", "N", "O", "C", "C", "N", "O", "H", "H", "H", "H", "H", "H", "H", "C", "Si", "C", "C", "Ge", "Si", "C", "C", "C", "Si", "C", "C", "C", "H", "H", "H", "H", "H", "H", "H", "H", "H", "H", "H", "H", "H", "H", "H", "H", "H", "H", "H", "H", "H", "H", "H", "H", "H", "H", "H", "F", "B", "F", "F", "F"], "positions_angstrom": [[0.53244, 1.78533, 1.21159], [1.92994, 5.52413, -0.33521], [1.52234, 4.10863, -0.10771], [0.66854, 3.77253, 0.91239], [0.43184, 4.79473, 1.82239], [1.92064, 3.03463, -0.88451], [2.78364, 3.10073, -2.09631], [1.49334, 1.82243, -0.41881], [1.49534, 0.72203, -1.17321], [1.92954, 6.05963, 0.61029], [1.22284, 6.02533, -0.99551], [2.92064, 5.56763, -0.77771], [-0.11686, 4.44223, 2.53459], [2.45374, 3.88563, -2.77061], [2.75804, 2.13593, -2.59761], [3.81304, 3.30803, -1.80491], [-1.11816, 1.28833, -2.86481], [-1.87356, 0.02383, -1.66251], [-3.28636, 0.75083, -0.59391], [-2.45346, -1.56937, -2.55531], [0.04364, -0.44737, 0.29079], [1.51864, -2.22367, -1.02391], [3.08594, -2.28007, 0.06359], [0.51174, -3.85357, -0.98051], [1.66444, -1.72257, -2.86051], [-1.55526, -2.03317, 2.06949], [-2.60586, -0.89107, 3.17159], [-0.38126, -3.13327, 3.08539], [-2.67606, -3.03697, 0.88259], [-1.88926, 1.68393, -3.52031], [-0.34856, 0.84423, -3.48731], [-0.67006, 2.12003, -2.32871], [-4.03526, 1.20403, -1.23731], [-2.91646, 1.51913, 0.07979], [-3.79016, -0.00897, -0.00481], [-3.19216, -1.29127, -3.30251], [-2.92546, -2.28937, -1.89541], [-1.64816, -2.07607, -3.07531], [2.83934, -2.52637, 1.09449], [3.58414, -1.31377, 0.06999], [3.79324, -3.02587, -0.29341], [0.27394, -4.17777, 0.02519], [1.09304, -4.64267, -1.44661], [-0.41736, -3.77057, -1.53501], [1.99354, -0.69427, -2.95221], [0.70754, -1.81977, -3.36571], [2.37244, -2.36527, -3.37711], [-1.96576, -0.26017, 3.77929], [-3.20726, -1.48227, 3.85979], [-3.27666, -0.24387, 2.61369], [0.09934, -2.54597, 3.86179], [0.40274, -3.59627, 2.49579], [-0.94486, -3.92547, 3.57109], [-3.34266, -2.39397, 0.31849], [-3.28846, -3.70997, 1.47529], [-2.11346, -3.63827, 0.17889], [-0.29946, 1.39513, 3.21229], [0.87814, 0.68713, 3.72559], [1.92554, 1.52373, 3.49009], [0.67154, 0.28553, 4.97699], [1.00354, -0.42607, 2.84229]], "mulliken_spin": [1.42, -0.01, 0.16, 0.44, 0.12, 0.22, 0.01, 0.41, 0.33, 0.01, 0.01, 0.00, 0.00, 0.01, 0.01, 0.02, 0.05, 0.30, 0.04, 0.06, 0.61, 0.11, 0.02, 0.03, 0.02, 0.35, 0.05, 0.06, 0.09, 0.01, 0.00, -0.01, 0.01, 0.00, 0.00, 0.01, -0.01, -0.01, 0.00, 0.00, 0.01, 0.00, 0.00, 0.00, 0.00, 0.00, 0.01, -0.01, 0.02, -0.01, 0.00, 0.00, 0.01, -0.01, 0.01, -0.02, 0.00, 0.00, 0.02, 0.00, 0.03]}



Record 2
{"formula": "C13H34ClIMoN3OP2", "method": "ωB97M-V/def2-TZVPD", "charge": 3, "spin_multiplicity": 3, "e_homo_ev": [-18.21, -18.23], "s2": 2.03, "homo_lumo_gap_ev": [6.2, 6.5], "relative_energy_kcal_mol": 0.0, "elements": ["C", "C", "H", "H", "H", "O", "I", "Mo", "P", "C", "C", "H", "H", "H", "H", "H", "H", "C", "H", "H", "H", "P", "C", "C", "H", "H", "H", "C", "H", "H", "H", "H", "H", "H", "Cl", "C", "N", "C", "C", "N", "N", "C", "C", "H", "H", "H", "H", "H", "H", "H", "H", "H", "H", "H", "H", "H"], "positions_angstrom": [[3.99997, 1.77511, -5.10147], [3.16353, 1.30161, -3.94508], [4.84013, 1.09464, -5.29673], [4.39266, 2.78433, -4.95027], [3.40402, 1.87272, -6.01447], [3.33884, 0.29580, -3.29677], [1.46358, 2.59926, -3.44799], [-0.15732, 0.79939, -0.50942], [-0.46861, -1.00696, -2.25657], [-0.71175, -2.74986, -1.76838], [-2.16873, -0.44969, -2.77543], [-2.55222, -1.09028, -3.58640], [-0.18461, -1.90724, -4.48250], [-2.14786, 0.59787, -3.11005], [0.35194, -0.19492, -4.37116], [-0.96792, -2.77751, -0.70472], [-2.86082, -0.51267, -1.92571], [0.35497, -1.17061, -3.87017], [-1.50442, -3.24824, -2.34456], [1.39598, -1.48307, -3.72952], [0.21268, -3.32215, -1.90601], [1.89230, 1.20378, 0.49701], [2.31526, 0.11131, 1.90993], [3.50210, 1.64956, -0.17206], [0.74469, 3.39221, 0.72580], [2.30134, 3.34807, 1.63165], [0.86666, 2.48703, 2.28698], [1.39786, 2.77416, 1.36593], [3.28896, 2.38882, -0.94682], [4.14471, 2.06665, 0.61559], [2.89750, 0.67168, 2.66064], [2.91543, -0.72546, 1.52170], [3.94408, 0.75762, -0.62268], [1.38725, -0.28364, 2.34442], [-1.24062, 2.72724, -1.28990], [-0.80766, 1.04349, 3.93247], [-1.59031, -0.09183, 3.46773], [-2.61878, -0.59580, 4.37422], [-1.63183, -0.37105, 2.12920], [-1.20068, 0.56735, 1.24657], [-2.22842, -1.52307, 1.73410], [-2.12046, -2.73122, 2.54642], [-3.12268, -1.55884, 0.57824], [-0.85183, 1.08518, 5.03198], [-1.20219, 2.00176, 3.55050], [0.24752, 0.94217, 3.62460], [-3.47342, -0.93960, 3.79279], [-2.23926, -1.41625, 4.99745], [-2.97094, 0.21560, 5.02083], [-1.38746, 1.47387, 1.69451], [-3.01848, -2.86049, 3.16683], [-2.02514, -3.60712, 1.88963], [-1.23991, -2.69854, 3.19741], [-2.56276, -1.50336, -0.35535], [-3.69215, -2.49094, 0.61487], [-3.81473, -0.71788, 0.63021]], "mulliken_spin": [0.00, 0.00, 0.00, 0.00, 0.00, 0.00, -0.01, 1.99, -0.11, 0.00, 0.01, 0.00, 0.00, 0.00, 0.00, 0.00, 0.00, 0.01, 0.00, 0.00, 0.00, -0.10, 0.02, 0.02, 0.00, 0.00, -0.01, 0.02, 0.00, 0.00, 0.00, 0.00, 0.00, 0.00, 0.05, 0.00, 0.01, 0.00, -0.05, 0.13, 0.02, 0.00, 0.00, 0.00, 0.00, 0.00, 0.00, 0.00, 0.00, 0.01, 0.00, 0.00, 0.00, 0.00, 0.00, 0.00]}



Record 3
{"formula": "C13H34ClN3O6Ti", "method": "ωB97M-V/def2-TZVPD", "charge": -1, "spin_multiplicity": 4, "e_homo_ev": [0.17, -5.22], "s2": 3.75, "homo_lumo_gap_ev": [2.3, 7.6], "relative_energy_kcal_mol": 0.0, "elements": ["Ti", "Cl", "O", "C", "O", "O", "H", "C", "C", "C", "O", "C", "N", "H", "H", "H", "H", "H", "H", "H", "H", "H", "H", "H", "C", "C", "C", "O", "C", "N", "H", "H", "H", "H", "H", "H", "H", "H", "H", "H", "H", "C", "C", "C", "O", "C", "N", "H", "H", "H", "H", "H", "H", "H", "H", "H", "H", "H"], "positions_angstrom": [[-0.60314, 1.54249, 0.43255], [-0.20878, 3.51435, 2.31773], [-4.32831, 1.41070, -1.02110], [-3.98844, 2.12879, 0.13000], [-4.91926, 2.46030, 0.86568], [-2.76548, 2.38140, 0.28218], [-5.28966, 1.45340, -0.93875], [-2.93641, -0.96619, 1.96274], [-1.68209, -0.24667, 2.45684], [-1.31384, -0.75689, 3.83053], [-0.14475, -0.12584, 4.27245], [0.16231, -0.39203, 5.61324], [-0.58681, -0.47738, 1.46341], [-3.17426, -0.55848, 0.97496], [-3.77010, -0.70765, 2.61524], [-2.80858, -2.04458, 1.84587], [-1.89096, 0.82902, 2.47845], [-1.19731, -1.85813, 3.81385], [-2.16636, -0.61120, 4.51297], [1.14461, 0.03747, 5.79657], [0.13310, -1.46329, 5.85630], [-0.54737, 0.09291, 6.29933], [0.26057, -0.58181, 2.02691], [-0.71809, -1.39552, 1.04017], [2.86576, 3.25737, -0.92360], [2.55685, 1.79844, -1.14582], [3.78728, 0.94954, -1.39226], [3.45371, -0.41863, -1.54824], [4.59105, -1.20450, -1.76229], [1.78121, 1.31904, 0.03379], [3.55349, 3.40222, -0.08123], [1.95727, 3.78902, -0.63846], [3.32097, 3.73630, -1.79369], [1.81805, 1.69847, -1.94832], [4.49390, 1.10066, -0.56591], [4.19061, 1.30156, -2.35640], [4.27234, -2.24716, -1.77541], [5.29244, -1.09779, -0.92293], [5.11535, -0.96947, -2.69525], [2.33317, 1.41232, 0.88892], [1.70185, 0.31163, -0.12143], [-2.69466, -1.08609, -2.90253], [-1.50780, -0.65931, -2.02714], [-0.21571, -1.26142, -2.49699], [-0.10728, -2.59420, -1.99467], [1.19624, -3.10515, -2.13866], [-1.38734, 0.79076, -1.88985], [-2.83178, -2.17221, -2.86445], [-2.53233, -0.76894, -3.93429], [-3.61577, -0.67586, -2.48679], [-1.74947, -1.02294, -1.02477], [0.65789, -0.69610, -2.14711], [-0.14979, -1.30231, -3.59609], [1.14412, -4.13654, -1.78752], [1.89227, -2.60704, -1.44624], [1.59578, -2.99431, -3.15133], [-2.27524, 1.17518, -1.56292], [-1.16505, 1.31232, -2.72831]], "mulliken_spin": [3.13, -0.08, -0.06, 0.29, -0.05, -0.16, 0.00, -0.01, 0.14, -0.01, -0.04, 0.02, -0.01, 0.01, -0.01, -0.01, 0.04, 0.01, 0.00, 0.00, 0.00, 0.00, 0.08, -0.01, -0.16, -0.45, 0.16, -0.29, 0.14, -0.64, 0.06, 0.21, -0.13, 0.37, 0.09, 0.02, 0.03, 0.00, -0.01, 0.11, 0.17, 0.00, -0.30, 0.33, -0.10, 0.08, 0.05, 0.02, -0.01, -0.01, 0.06, -0.06, 0.06, -0.02, 0.01, 0.02, -0.04, -0.03]}



Record 4
{"formula": "C13H34ClN4O2", "method": "ωB97M-V/def2-TZVPD", "charge": 1, "spin_multiplicity": 1, "e_homo_ev": -10.43, "homo_lumo_gap_ev": 7.2, "elements": ["N", "C", "C", "C", "C", "Cl", "C", "N", "H", "H", "H", "H", "H", "H", "H", "H", "H", "H", "H", "H", "C", "C", "C", "O", "C", "N", "H", "H", "H", "H", "H", "H", "H", "H", "H", "H", "H", "C", "C", "C", "O", "C", "N", "H", "H", "H", "H", "H", "H", "H", "H", "H", "H", "H"], "positions_angstrom": [[7.88854, -3.31991, -3.17034], [6.78794, -2.37865, -3.06399], [5.37529, -2.94875, -3.13760], [4.24866, -2.25596, -2.36613], [2.95411, -2.64252, -3.12112], [2.13664, -1.16450, -3.71345], [3.40842, -3.47591, -4.31492], [4.77946, -2.90725, -4.53730], [7.85559, -3.99665, -2.41838], [7.85029, -3.85448, -4.02894], [6.89533, -1.84398, -2.12197], [6.90734, -1.65333, -3.87588], [5.36167, -4.00277, -2.85331], [4.21338, -2.62771, -1.34461], [4.36120, -1.17439, -2.33848], [2.22529, -3.16731, -2.51276], [2.78857, -3.40029, -5.20261], [3.53008, -4.52397, -4.04767], [4.63333, -1.91472, -4.74976], [5.33993, -3.30576, -5.28786], [0.13128, -0.03324, -0.77892], [-0.82033, -1.06739, -0.18678], [-2.30582, -0.73834, -0.36836], [-2.78949, 0.28825, 0.46290], [-2.53850, 1.61221, 0.02034], [-0.45150, -1.29977, 1.21099], [0.22368, 0.84338, -0.13876], [1.12924, -0.46197, -0.87836], [-0.19883, 0.29617, -1.76605], [-0.65811, -2.01235, -0.71953], [-2.88103, -1.62669, -0.09507], [-2.52653, -0.51028, -1.42116], [-2.61401, 1.68491, -1.06966], [-1.55659, 1.97048, 0.34006], [-3.28595, 2.25815, 0.47439], [-0.98352, -2.08072, 1.58133], [-0.75178, -0.49617, 1.75546], [-5.52352, 3.19194, 2.83909], [-4.13434, 2.74443, 3.28076], [-3.96099, 2.60992, 4.79563], [-3.86306, 3.83098, 5.49528], [-5.09105, 4.46790, 5.78865], [-3.13265, 3.63028, 2.67665], [-5.65754, 4.26633, 2.96581], [-5.66678, 2.97156, 1.78153], [-6.30508, 2.67862, 3.40122], [-3.96546, 1.74182, 2.87125], [-3.01320, 2.09821, 4.98243], [-4.76234, 1.99172, 5.22354], [-5.86559, 3.73554, 6.03771], [-5.44240, 5.09050, 4.96223], [-4.92339, 5.10773, 6.65360], [-2.20497, 3.25745, 2.85636], [-3.15086, 4.51729, 3.17254]], "nbo_charge": [-0.79, -0.25, -0.05, -0.45, -0.22, -0.02, -0.24, -0.51, 0.37, 0.35, 0.23, 0.20, 0.22, 0.26, 0.25, 0.26, 0.26, 0.23, 0.43, 0.45, -0.61, -0.08, -0.07, -0.55, -0.25, -0.83, 0.21, 0.20, 0.20, 0.17, 0.19, 0.16, 0.16, 0.16, 0.22, 0.36, 0.36, -0.61, -0.09, -0.07, -0.55, -0.25, -0.84, 0.20, 0.22, 0.21, 0.19, 0.18, 0.16, 0.17, 0.17, 0.19, 0.35, 0.36]}



Question: Number 4 is which compound?
Answer: C13H34ClN4O2